i.
Density functional theory data (ωB97M-V/def2-TZVPD) for 3 unconnected molecules or ions with the total composition C4H14NO2.

gap between HOMO and LUMO	11.01	eV

```
! wB97M-V def2-TZVPD RIJCOSX def2/J DEFGRID3
* xyz 1 1
C 1.666 -1.113 1.277
C 0.533 -0.175 1.663
C -0.549 -0.189 0.591
C -1.785 -0.645 0.782
N -0.184 0.543 -0.667
H 2.707 -0.875 1.616
H 1.542 -2.175 1.456
H 1.908 -1.082 0.208
H 0.038 -0.502 2.583
H 0.962 0.835 1.748
H -1.920 -1.259 1.691
H -2.617 -0.402 0.172
H -0.902 0.138 -1.342
H 0.778 0.279 -0.965
H -0.416 1.526 -0.520
H -3.670 1.040 -0.667
H -2.763 2.065 -1.414
O -2.758 1.314 -0.808
H 3.087 0.610 -2.132
H 2.172 -0.369 -2.905
O 2.169 0.437 -2.368
*
```

Atomic partial charges in e from the natural (NBO) method, atoms 1 to 4: C -0.625; C -0.458; C 0.148; C -0.352

ii.
Density functional theory data (ωB97M-V/def2-TZVPD) for 3 unconnected molecules or ions with the total composition C4H14NO2.

gap between HOMO and LUMO	11.13	eV

```
! wB97M-V def2-TZVPD RIJCOSX def2/J DEFGRID3
* xyz 1 1
C 0.816 -2.233 -1.110
C -0.554 -1.884 -0.484
C -0.789 -0.417 -0.399
C -1.782 0.231 -0.970
N 0.252 0.387 0.260
H 1.542 -1.462 -0.846
H 1.223 -3.190 -0.794
H 0.796 -2.278 -2.193
H -1.401 -2.397 -0.915
H -0.472 -2.320 0.506
H -2.676 -0.220 -1.355
H -1.784 1.303 -1.092
H 0.567 0.101 1.208
H 0.139 1.403 0.294
H 1.095 0.231 -0.307
H 0.878 0.022 3.561
H 2.174 -0.493 3.008
O 1.413 0.045 2.757
H -0.908 3.646 -0.567
H 0.183 3.536 -1.500
O -0.055 3.183 -0.628
*
```

Atomic partial charges in e from the natural (NBO) method, atoms 1 to 4: C -0.593; C -0.459; C 0.140; C -0.351

The structure with the least stability is i.

i.
Density functional theory data (ωB97M-V/def2-TZVPD) for 2 unconnected molecules or ions with the total composition C2H3BrN2.

gap between HOMO and LUMO	7.57	eV

```
! wB97M-V def2-TZVPD RIJCOSX def2/J DEFGRID3
* xyz 0 1
C -0.439 0.124 0.310
C 0.502 -0.632 -0.495
N -0.979 0.116 1.563
N -1.781 0.235 0.557
Br 0.479 2.690 0.113
H 1.524 -0.316 -0.295
H 0.282 -0.532 -1.555
H 0.412 -1.684 -0.198
*
```

Atomic partial charges in e from the natural (NBO) method, atoms 1 to 4: C 0.461; C -0.709; N -0.006; N -0.015

ii.
Density functional theory data (ωB97M-V/def2-TZVPD) for C2H3BrN2 in the gas phase.

gap between HOMO and LUMO (alpha / beta)	9.00 / 9.00	eV
structure (SMILES)	CC1(Br)N=N1

```
! wB97M-V def2-TZVPD RIJCOSX def2/J DEFGRID3
* xyz 0 1
C 0.499 -0.128 0.362
C -0.713 -0.196 -0.502
N 0.499 0.518 1.593
N 0.942 1.497 1.030
Br 2.042 -1.094 -0.120
H -1.406 -1.011 -0.362
H -0.506 -0.177 -1.611
H -1.356 0.591 -0.389
*
```

Atomic partial charges in e from the natural (NBO) method, atoms 1 to 4: C 0.066; C -0.683; N -0.199; N -0.003

The structure with the least stability is i.

i.
Density functional theory data (ωB97M-V/def2-TZVPD) for 3 unconnected molecules or ions with the total composition C3H12N2O2.

gap between HOMO and LUMO	8.85	eV
structure (SMILES)	C/C(N)=C/N.O.O

```
! wB97M-V def2-TZVPD RIJCOSX def2/J DEFGRID3
* xyz 0 1
C 0.405 0.459 -0.509
C 1.112 -0.646 0.206
C 0.895 -1.939 -0.070
N 1.600 -3.020 0.508
N 2.076 -0.159 1.162
H -0.162 1.062 0.201
H -0.435 0.122 -1.102
H 1.119 1.017 -1.096
H -0.120 -2.048 -0.447
H 1.678 -2.873 1.508
H 1.063 -3.874 0.483
H 2.468 -0.803 1.842
H 2.912 -0.051 0.592
H -3.039 2.931 -3.934
H -3.160 2.193 -2.599
O -3.562 2.893 -3.126
H -0.832 1.487 2.179
H -2.357 1.339 2.272
O -1.662 1.910 1.930
*
```

Atomic partial charges in e from the natural (NBO) method, atoms 1 to 4: C -0.643; C 0.116; C -0.089; N -0.821

ii.
Density functional theory data (ωB97M-V/def2-TZVPD) for 3 unconnected molecules or ions with the total composition C3H12N2O2.

gap between HOMO and LUMO	7.87	eV
structure (SMILES)	C/C(N)=C/N.O.O

```
! wB97M-V def2-TZVPD RIJCOSX def2/J DEFGRID3
* xyz 0 1
C 2.775 -1.269 -1.938
C 1.569 -0.607 -1.285
C 0.884 -1.376 -0.314
N -0.017 -0.736 0.633
N 1.533 0.849 -1.005
H 3.253 -0.601 -2.640
H 3.554 -1.522 -1.237
H 2.453 -2.253 -2.304
H 1.142 -2.406 0.014
H -0.847 -0.186 0.398
H -0.209 -1.297 1.493
H 1.090 1.225 -0.141
H 2.493 1.397 -1.215
H -5.630 0.602 0.804
H -5.143 1.504 1.991
O -5.256 0.568 1.707
H 0.427 1.123 1.286
H -0.860 1.926 0.613
O -0.207 1.833 1.388
*
```

Atomic partial charges in e from the natural (NBO) method, atoms 1 to 4: C -0.648; C 0.121; C -0.083; N -0.897

iii.
Density functional theory data (ωB97M-V/def2-TZVPD) for 2 unconnected molecules or ions with the total composition C3H12N2O2.

gap between HOMO and LUMO	9.04	eV
structure (SMILES)	NC[C@H](N)CO.O

```
! wB97M-V def2-TZVPD RIJCOSX def2/J DEFGRID3
* xyz 0 1
N 1.133 1.300 1.426
C 0.384 0.269 0.712
C 0.459 0.704 -0.850
O 1.788 0.518 -1.236
C -1.207 0.379 1.105
N -1.915 -0.611 0.125
H 0.943 2.221 1.142
H 2.116 1.106 1.312
H 0.790 -0.698 0.942
H 0.215 1.811 -1.074
H -0.295 0.135 -1.495
H 1.821 -0.453 -1.532
H -1.560 1.396 1.127
H -1.223 -0.035 2.105
H -2.097 -1.516 0.531
H -2.688 -0.242 -0.368
H -0.085 -1.590 -1.174
H 0.682 -2.767 -1.300
O 0.738 -1.926 -1.498
*
```

Atomic partial charges in e from the natural (NBO) method, atoms 1 to 4: N -0.850; C -0.061; C -0.089; O -0.759

iv.
Density functional theory data (ωB97M-V/def2-TZVPD) for 2 unconnected molecules or ions with the total composition C3H12N2O2.

gap between HOMO and LUMO	9.23	eV
structure (SMILES)	NCNCCO.O

```
! wB97M-V def2-TZVPD RIJCOSX def2/J DEFGRID3
* xyz 0 1
C -0.469 -0.307 -0.027
C -1.842 0.246 0.281
O -1.656 0.833 1.621
N -0.285 -1.509 0.784
C 0.763 -2.394 0.326
N 1.946 -1.744 -0.217
H 0.208 0.524 0.154
H -0.517 -0.689 -1.055
H -2.107 1.048 -0.403
H -2.703 -0.395 0.445
H -2.534 1.096 1.911
H -0.502 -1.168 1.709
H 0.294 -2.910 -0.526
H 0.875 -3.125 1.122
H 2.809 -2.163 0.100
H 1.960 -1.764 -1.231
H 1.920 4.704 -2.057
H 0.677 5.273 -1.425
O 1.165 4.447 -1.512
*
```

Atomic partial charges in e from the natural (NBO) method, atoms 1 to 4: C -0.245; C -0.069; O -0.752; N -0.666

The structure with the least stability is ii.

i.
Density functional theory data (ωB97M-V/def2-TZVPD) for 3 unconnected molecules or ions with the total composition C3H12N2O2.

gap between HOMO and LUMO	8.60	eV
structure (SMILES)	C/C(N)=C/N.O.O

```
! wB97M-V def2-TZVPD RIJCOSX def2/J DEFGRID3
* xyz 0 1
C 0.221 1.640 2.146
C 0.003 0.543 1.114
C 0.784 -0.552 0.961
N 0.173 -1.786 0.571
N -0.852 0.954 0.078
H 0.156 1.211 3.137
H 1.204 2.038 1.914
H -0.568 2.383 2.055
H 1.748 -0.647 1.456
H 0.172 -2.167 -0.356
H -0.185 -2.414 1.261
H -1.641 1.499 0.411
H -1.193 0.252 -0.567
H -0.246 -3.512 -2.709
H 0.778 -2.328 -2.571
O 0.439 -3.129 -2.157
H -0.500 1.464 -1.734
H -0.077 2.709 -2.379
O -0.415 1.841 -2.631
*
```

Atomic partial charges in e from the natural (NBO) method, atoms 1 to 4: C -0.657; C 0.215; C -0.152; N -0.922

ii.
Density functional theory data (ωB97M-V/def2-TZVPD) for 2 unconnected molecules or ions with the total composition C3H12N2O2.

gap between HOMO and LUMO	9.81	eV
structure (SMILES)	NC[C@H](N)CO.O

```
! wB97M-V def2-TZVPD RIJCOSX def2/J DEFGRID3
* xyz 0 1
N 1.857 0.692 1.195
C 0.674 0.122 0.404
C 0.820 0.415 -1.145
O 1.565 -0.563 -1.744
C -0.595 0.868 0.890
N -1.648 -0.105 1.391
H 2.095 1.603 0.860
H 2.588 0.124 0.804
H 0.600 -1.009 0.586
H 1.061 1.484 -1.348
H -0.313 0.234 -1.546
H 1.037 -1.405 -1.698
H -0.993 1.438 0.033
H -0.450 1.616 1.571
H -1.235 -0.848 1.843
H -2.366 0.340 1.919
H -1.724 -1.087 -0.801
H -1.766 -2.162 -1.910
O -1.205 -1.757 -1.306
*
```

Atomic partial charges in e from the natural (NBO) method, atoms 1 to 4: N -0.825; C -0.090; C -0.069; O -0.734

The structure with the least stability is i.

i.
Density functional theory data (ωB97M-V/def2-TZVPD) for 2 unconnected molecules or ions with the total composition C4H5ClN2.

gap between HOMO and LUMO	8.86	eV
structure (SMILES)	ClC1=NN1.C#CC

```
! wB97M-V def2-TZVPD RIJCOSX def2/J DEFGRID3
* xyz 0 1
C -0.539 -1.007 -0.992
C 0.476 -0.571 -0.519
C -1.176 1.142 0.861
C 1.841 -0.272 -0.108
N -2.169 0.324 0.175
N -1.973 0.534 1.596
Cl -0.607 2.704 0.603
H -1.047 -1.723 -1.441
H -1.842 -0.602 0.015
H 2.510 -1.171 0.306
H 2.478 -0.057 -0.962
H 2.048 0.699 0.467
*
```

Atomic partial charges in e from the natural (NBO) method, atoms 1 to 4: C -0.286; C 0.015; C 0.227; C -0.718

ii.
Density functional theory data (ωB97M-V/def2-TZVPD) for a molecular structure, C4H5ClN2.

gap between HOMO and LUMO	10.55	eV

```
! wB97M-V def2-TZVPD RIJCOSX def2/J DEFGRID3
* xyz 0 1
C -0.745 -0.370 -0.300
C -0.011 -0.823 0.886
C 0.508 0.590 -0.536
C 0.283 1.914 -0.081
H -0.990 -1.301 -0.872
H -0.005 -0.265 1.880
H 0.126 -1.926 0.800
H 1.406 -1.201 -0.905
H 0.750 0.759 -1.522
N 1.352 -0.469 0.146
N -0.219 2.819 0.483
Cl -2.455 0.274 0.020
*
```

Atomic partial charges in e from the natural (NBO) method, atoms 1 to 4: C -0.186; C -0.281; C -0.205; C 0.247

iii.
Density functional theory data (ωB97M-V/def2-TZVPD) for C4H5ClN2 in the gas phase.

gap between HOMO and LUMO	10.16	eV
structure (SMILES)	Cc1c[nH]nc1Cl

```
! wB97M-V def2-TZVPD RIJCOSX def2/J DEFGRID3
* xyz 0 1
C 0.096 0.655 -1.092
C -0.218 -0.161 -0.022
C 0.791 0.200 0.913
C -1.238 -1.215 0.247
N 1.607 1.081 0.477
N 1.191 1.414 -0.748
Cl 1.006 -0.485 2.477
H -0.306 0.703 -2.048
H -1.772 -1.098 1.147
H -2.007 -1.156 -0.399
H -0.603 -2.101 0.344
H 1.452 2.163 -1.296
*
```

Atomic partial charges in e from the natural (NBO) method, atoms 1 to 4: C -0.053; C -0.129; C 0.103; C -0.630

The structure with the least stability is i.

i.
Density functional theory data (ωB97M-V/def2-TZVPD) for 2 unconnected molecules or ions with the total composition C6H6N3O4.

gap between HOMO and LUMO (alpha / beta)	7.10 / 7.10	eV

```
! wB97M-V def2-TZVPD RIJCOSX def2/J DEFGRID3
* xyz -1 1
C 0.048 2.226 -0.038
C 1.703 0.471 -1.487
C -1.491 -1.014 0.302
C -0.275 -1.252 -0.661
C -1.610 0.561 0.208
C 0.566 0.003 -0.499
N 0.063 3.351 -0.097
N -0.196 0.982 -0.026
N 1.704 -0.596 1.666
O 2.389 1.413 -1.125
O 1.544 -0.044 -2.560
O 1.303 -1.770 1.810
O 2.039 0.182 2.510
H -2.321 -1.509 0.117
H -1.167 -1.372 1.237
H 0.374 -2.102 -0.224
H -0.588 -1.309 -1.654
H -2.106 0.836 -0.615
H -1.978 0.943 1.136
*
```

Atomic partial charges in e from the natural (NBO) method, atoms 1 to 4: C 0.461; C 0.711; C -0.406; C -0.507

ii.
Density functional theory data (ωB97M-V/def2-TZVPD) for 2 unconnected molecules or ions with the total composition C6H6N3O4.

gap between HOMO and LUMO	8.27	eV

```
! wB97M-V def2-TZVPD RIJCOSX def2/J DEFGRID3
* xyz -1 1
C 0.813 0.985 2.208
C 0.981 1.706 1.030
C 0.504 -0.323 2.066
C 0.889 1.098 -0.238
C 0.275 -0.938 0.876
C 0.422 -0.236 -0.325
N 0.101 -0.899 -1.520
N -2.407 -0.307 0.140
N 0.526 -0.553 -2.749
O -0.115 -0.977 -3.711
O -2.369 -0.884 -1.146
O -3.246 -0.790 0.821
O 1.566 0.047 -2.906
H 0.937 1.497 3.138
H 1.263 2.756 1.234
H 0.278 -0.838 3.018
H 0.999 1.587 -1.143
H -0.095 -1.919 0.651
H -1.322 -1.014 -1.444
*
```

Atomic partial charges in e from the natural (NBO) method, atoms 1 to 4: C -0.268; C -0.196; C -0.204; C -0.256

The structure with the least stability is ii.